{"formula": "Br2OS2", "method": "the ωB97M-V functional and the def2-TZVPD basis", "species": ["O", "S", "S", "Br", "Br"], "coordinates": [[1.523, -0.006, -0.839], [0.960, -0.997, 0.038], [-1.755, 1.621, -0.995], [1.043, -0.251, 2.105], [-1.770, -0.366, -0.308]], "forces_ev_per_angstrom": [[0.491, 1.155, -1.106], [0.936, -1.649, 0.948], [0.010, 0.357, -0.112], [-0.025, 0.105, 0.375], [-1.412, 0.031, -0.104]], "mulliken_spin": [0.2891, 0.6143, 0.8734, 0.0298, 0.1934], "homo_lumo_gap_ev": [7.794, 6.556], "lumo_energy_ev": [-0.508, -2.794], "multiplicity": 3, "e_homo_ev": [-8.30, -9.35], "de_lowest_kj_mol": 11.4}